Computed, not measured: a cluster of 2 separate species, C2H8NS in total, with ωB97M-V with the def2-TZVPD basis set.

The net charge is -1. The gap between HOMO and LUMO comes out at 6.86 eV. The value obtained for the HOMO energy is -2.39 eV. As for the spin multiplicity: 1.

Each line ends with the Löwdin charge.
Cartesian coordinates (Å):
H  -0.307  -0.759  2.395  0.024
H  0.313  -2.056  1.492  0.021
H  2.196  -0.634  2.200  0.041
H  -1.406  0.926  -3.580  -0.020
S  -0.905  -0.553  0.055  0.189
H  1.375  0.799  1.406  0.042
H  -1.334  2.042  -2.446  -0.009
C  1.523  -0.291  1.415  -0.252
C  0.137  -0.971  1.406  -0.925
H  -1.662  0.619  -1.997  -0.124
H  1.975  -0.378  0.419  0.036
N  -1.907  1.257  -2.765  -0.024



Computed, not measured: a cluster of 2 separate species, C2H8NS2 in total, with ωB97M-V with the def2-TZVPD basis set.

The net charge is +1. The gap between HOMO and LUMO (spin up / spin down) comes out at 8.49 / 8.49 eV. The value obtained for the HOMO energy (spin up / spin down) is -14.83 / -14.83 eV. As for the spin multiplicity: 1.

Each line ends with the Löwdin charge.
Cartesian coordinates (Å):
H  -0.866  2.456  -0.184  0.213
S  1.127  1.676  -0.014  0.712
C  -0.057  -0.330  1.393  -0.160
H  -0.991  0.226  1.432  0.098
H  -0.392  -1.547  -0.986  0.109
H  -0.263  -1.395  1.492  0.108
N  0.624  -0.067  0.114  -1.004
S  2.206  -0.976  0.178  0.886
H  0.580  -0.012  2.220  0.096
H  -1.140  0.060  -1.008  0.089
H  2.627  -0.606  -1.039  -0.089
H  0.313  -0.245  -1.963  0.095
C  -0.195  -0.478  -1.028  -0.154



Computed, not measured: a structure of composition C2H8NS2, with ωB97M-V with the def2-TZVPD basis set.

The net charge is +2. The gap between HOMO and LUMO (spin up / spin down) comes out at 10.58 / 6.36 eV. As for the expectation value of S²: 0.75. The value obtained for the HOMO energy (spin up / spin down) is -19.88 / -19.81 eV. As for the spin multiplicity: 2.

Each line ends with the Löwdin charge.
Cartesian coordinates (Å):
H  3.230  -0.659  -0.841  0.098
H  2.714  0.732  -1.742  0.042
S  -0.404  -0.983  -0.467  0.643
H  -0.379  -2.293  -0.211  -0.032
H  -2.792  -0.483  0.476  0.153
N  -1.401  0.890  1.654  0.157
C  -2.041  0.353  0.653  -0.080
H  1.796  -0.521  -2.175  0.068
H  -0.907  1.692  1.559  0.102
C  2.394  -0.145  -1.350  -0.241
H  -1.399  0.464  2.530  0.139
H  -2.087  1.027  -0.203  0.115
S  1.276  -0.077  0.116  0.836



Computed, not measured: a cluster of 2 separate species, C2H8NSi in total, with ωB97M-V with the def2-TZVPD basis set.

The net charge is +1. The gap between HOMO and LUMO comes out at 9.24 eV. The value obtained for the HOMO energy is -13.75 eV. As for the spin multiplicity: 1.

Each line ends with the Löwdin charge.
Cartesian coordinates (Å):
H  0.879  -2.043  -0.397  0.073
H  -1.005  0.498  1.435  0.169
C  0.661  -1.215  0.263  -0.288
H  1.907  1.215  1.186  -0.042
H  0.278  -1.587  1.207  0.076
H  2.734  0.316  -1.040  -0.038
H  -1.521  1.367  0.093  0.167
N  -1.223  0.443  0.429  0.128
Si  1.794  0.319  0.047  0.816
H  -2.006  -0.217  0.307  0.168
C  -0.041  -0.038  -0.335  -0.486
H  -0.815  -0.321  -1.980  0.256



What did we get for relative energy (zero: lowest compared OMol25 entry of this formula, charge and spin)? Answer: 6.09, 100.07, 69.61, 78.70 kcal per mole, in the order shown.